ORCA calculation (ωB97M-V/def2-TZVPD) on the ion C4H9N3 with charge +2 in a non-equilibrium geometry.

* net charge: +2
* gap between HOMO and LUMO: 7.74 eV
* M: 99.14 g mol⁻¹
* energy relative to the best compared isomer or geometry (same formula, charge and spin): 3.845 eV

Element x y z (Å)
C (-1.68, -0.12, -0.05)
C (-0.96, -0.47, 2.27)
C (0.61, 0.67, -0.76)
C (1.67, 0.98, -1.69)
N (-1.67, -0.52, 1.13)
N (-0.61, 0.16, -0.95)
N (-0.37, -1.37, 2.94)
H (-2.54, -0.30, -0.74)
H (0.96, 0.98, 0.26)
H (2.46, 0.47, -1.27)
H (1.96, 2.05, -1.73)
H (1.29, 0.96, -2.82)
H (-2.70, -0.73, 1.48)
H (-0.82, -0.16, -1.83)
H (-0.12, -1.30, 3.94)
H (-0.23, -2.38, 2.71)



ORCA calculation (ωB97M-V/def2-TZVPD) on the molecule C2H6N4O6S in a non-equilibrium geometry.

* gap between HOMO and LUMO: 9.32 eV
* M: 214.16 g mol⁻¹
* energy relative to the best compared isomer or geometry (same formula, charge and spin): 0.000 eV

Element x y z (Å)
C (-1.41, 0.41, -0.25)
C (1.47, 0.74, 0.58)
N (-0.92, -0.04, -1.48)
N (2.26, 1.00, 1.65)
N (-2.70, 1.18, -0.34)
N (2.02, 1.28, -0.80)
O (-3.32, 1.37, 0.65)
O (-3.02, 1.60, -1.49)
O (1.33, 1.38, -1.77)
O (3.19, 1.65, -0.71)
O (-0.90, 1.53, 2.08)
O (-0.31, 2.96, 0.13)
S (-0.36, 1.66, 0.76)
H (-1.47, -0.33, 0.58)
H (1.10, -0.24, 0.43)
H (-1.40, -0.89, -1.67)
H (-1.00, 0.67, -2.17)
H (2.71, 0.31, 2.29)
H (2.65, 1.87, 1.77)



ORCA calculation (ωB97M-V/def2-TZVPD) on the molecule C4H9ClN2S in a non-equilibrium geometry.

* gap between HOMO and LUMO (alpha / beta): 7.42 / 7.42 eV
* M: 152.65 g mol⁻¹
* energy relative to the best compared isomer or geometry (same formula, charge and spin): 2.738 eV

Element x y z (Å)
C (-0.86, -0.54, -1.01)
C (0.35, -1.25, 0.95)
C (-1.03, 0.95, -0.79)
C (0.22, 1.07, 1.63)
N (0.34, -1.12, -0.40)
N (1.57, -0.74, -0.94)
S (-1.40, 1.43, 0.95)
Cl (0.32, 1.13, 3.35)
H (-1.73, -1.07, -0.60)
H (-0.82, -0.74, -2.08)
H (1.28, -1.52, 1.40)
H (-0.57, -1.55, 1.41)
H (-0.15, 1.52, -1.11)
H (-1.89, 1.31, -1.35)
H (0.99, 1.67, 1.17)
H (1.53, -0.75, -1.95)
H (1.84, 0.19, -0.62)



ORCA calculation (ωB97M-V/def2-TZVPD) on a structure of composition C13H5Co2NO8 in a non-equilibrium geometry.

* net charge: -2
* gap between HOMO and LUMO: 6.17 eV
* M: 421.05 g mol⁻¹
* energy relative to the best compared isomer or geometry (same formula, charge and spin): 0.461 eV

Element x y z (Å)
N (-0.25, -0.13, 0.03)
C (0.22, -0.97, 1.03)
O (0.48, -2.16, 0.95)
C (0.35, -0.10, 2.25)
C (-0.03, 1.15, 1.93)
C (-0.43, 1.16, 0.48)
O (-0.85, 2.13, -0.14)
H (0.70, -0.51, 3.18)
H (-0.08, 2.05, 2.52)
O (-5.16, -2.80, -3.69)
C (-4.13, -3.01, -4.17)
Co (-2.57, -3.34, -4.89)
C (-2.17, -4.56, -3.68)
O (-1.96, -5.38, -2.89)
C (-3.26, -4.08, -6.33)
O (-3.72, -4.57, -7.27)
C (-2.02, -1.50, -4.42)
C (-1.29, -1.20, -3.27)
C (-1.30, -0.56, -2.09)
Co (-0.36, -2.17, -4.47)
C (0.40, -3.19, -3.24)
O (0.94, -3.89, -2.50)
C (1.12, -1.27, -4.89)
O (2.08, -0.67, -5.13)
C (-0.48, -3.45, -5.81)
O (-0.05, -4.06, -6.71)
H (-2.53, -0.73, -5.00)
H (-0.45, -0.59, -1.35)
H (-2.15, 0.05, -1.77)



ORCA calculation (ωB97M-V/def2-TZVPD) on a structure of composition C6H9N2P in a non-equilibrium geometry.

* gap between HOMO and LUMO: 8.82 eV
* M: 140.13 g mol⁻¹
* energy relative to the best compared isomer or geometry (same formula, charge and spin): 2.806 eV

Element x y z (Å)
C (-2.29, 0.86, -0.14)
C (-2.19, -0.45, -0.38)
C (-1.02, 1.69, -0.04)
C (1.73, -0.53, 0.01)
C (-0.88, -1.18, -0.17)
C (0.20, -0.26, 0.40)
N (0.13, 1.16, 0.13)
N (2.00, -1.76, -0.16)
P (2.46, 1.15, -0.23)
H (-3.33, 1.22, -0.17)
H (-3.05, -0.95, -0.51)
H (-1.32, 2.77, -0.18)
H (-0.94, -1.94, 0.50)
H (-0.74, -1.65, -1.19)
H (-0.01, -0.45, 1.53)
H (2.96, -1.90, -0.44)
H (3.71, 0.75, -0.06)
H (2.58, 1.44, 1.11)



ORCA calculation (ωB97M-V/def2-TZVPD) on a structure of composition C19H40AlBBr2ClF2NO14PSi in a non-equilibrium geometry.

* net charge: -1
* gap between HOMO and LUMO: 1.62 eV
* M: 836.63 g mol⁻¹

Element x y z (Å)
C (-1.26, -2.14, 2.30)
C (-0.78, -1.35, 1.52)
P (-0.03, -0.02, 0.38)
F (0.65, 1.19, -0.67)
C (-0.50, 1.20, 1.75)
C (0.71, 1.83, 2.54)
C (1.47, 2.99, 1.73)
C (1.23, 4.36, 2.50)
O (1.77, 4.34, 3.88)
C (-1.68, 0.44, -0.54)
C (-2.97, -0.14, 0.14)
O (-4.11, 0.46, -0.59)
Si (-5.62, 0.10, 0.14)
C (-6.47, 1.80, 0.48)
C (-6.82, -0.88, -0.98)
C (-5.52, -0.83, 1.80)
O (0.21, -1.07, -1.02)
C (1.56, -1.50, -1.14)
Br (1.29, -3.37, -1.87)
C (2.45, -0.87, -2.27)
C (3.12, 0.35, -2.21)
C (2.12, -1.59, 0.37)
N (1.82, -3.01, 0.77)
C (1.92, -3.19, 2.00)
O (1.74, -3.15, 3.15)
B (3.71, -1.48, 0.64)
O (4.69, -1.76, -0.35)
O (4.20, -1.02, 1.91)
C (5.10, -2.05, 2.39)
C (5.05, -2.25, 3.94)
O (1.48, -0.53, 1.07)
H (-1.48, -2.89, 3.10)
H (-1.09, 2.07, 1.31)
H (-1.17, 0.67, 2.47)
H (0.25, 2.36, 3.44)
H (1.43, 1.09, 2.99)
H (2.58, 2.82, 1.73)
H (1.03, 3.15, 0.70)
H (0.10, 4.47, 2.56)
H (1.66, 5.25, 1.92)
H (0.99, 4.45, 4.48)
H (-1.72, 1.55, -0.73)
H (-1.63, -0.03, -1.57)
H (-3.10, -1.25, 0.04)
H (-3.05, 0.25, 1.19)
H (-6.31, 2.46, -0.47)
H (-7.58, 1.65, 0.59)
H (-5.99, 2.33, 1.35)
H (-7.19, -1.78, -0.40)
H (-7.72, -0.24, -1.17)
H (-6.39, -1.18, -1.98)
H (-6.43, -1.45, 2.01)
H (-5.39, -0.09, 2.65)
H (-4.62, -1.52, 1.88)
H (2.53, -1.44, -3.24)
H (3.87, 0.53, -1.39)
H (2.90, 1.21, -2.90)
H (4.98, -2.69, -0.29)
H (4.92, -3.05, 1.89)
H (6.17, -1.72, 2.10)
H (4.08, -2.71, 4.29)
H (5.87, -2.99, 4.19)
H (5.25, -1.29, 4.51)
Al (1.96, 6.24, 3.78)
Br (-5.51, 2.69, -2.19)
O (7.44, 0.11, -0.66)
Cl (7.56, -0.69, -1.86)
O (8.90, -0.58, -2.38)
O (6.62, -0.22, -2.85)
O (7.28, -2.08, -1.55)
O (-4.97, 3.76, -5.33)
H (-5.48, 3.20, -5.95)
H (-5.02, 3.39, -4.38)
H (-5.26, 4.69, -5.36)
C (-1.50, -0.80, -5.09)
O (-0.34, -0.12, -4.63)
H (-1.62, -0.60, -6.16)
H (-1.37, -1.88, -4.94)
H (-2.38, -0.45, -4.56)
H (-0.26, -0.31, -3.69)
F (7.70, -2.53, 1.99)
O (-1.59, -5.60, -2.59)
H (-0.78, -5.08, -2.56)



ORCA calculation (ωB97M-V/def2-TZVPD) on a cluster of 2 separate species, C14H23N2O3S2 in total in a non-equilibrium geometry.

* net charge: -1
* gap between HOMO and LUMO: 5.67 eV
* M: 331.48 g mol⁻¹

Element x y z (Å)
C (-6.97, -1.37, -0.84)
N (-5.55, -1.25, -0.61)
C (-4.87, -2.52, -0.70)
C (-3.42, -2.36, -0.26)
N (-2.80, -1.27, -1.01)
C (-1.40, -1.22, -1.02)
S (-0.50, -2.59, -0.65)
S (-0.65, 0.25, -1.35)
C (-3.52, 0.00, -0.93)
C (-4.94, -0.22, -1.41)
H (-7.43, -0.39, -0.68)
H (-7.21, -1.72, -1.86)
H (-7.38, -2.08, -0.11)
H (-5.41, -3.22, -0.04)
H (-4.88, -2.92, -1.74)
H (-3.42, -2.17, 0.83)
H (-2.90, -3.31, -0.46)
H (-3.56, 0.38, 0.11)
H (-3.05, 0.74, -1.59)
H (-4.92, -0.48, -2.49)
H (-5.54, 0.70, -1.28)
C (3.67, 3.44, 1.75)
C (5.16, 3.23, 1.99)
O (5.40, 1.83, 1.81)
C (4.25, 1.31, 1.16)
C (4.53, 1.23, -0.39)
C (3.40, 0.55, -1.10)
C (3.15, -0.85, -0.51)
O (3.17, -1.86, -1.18)
C (2.89, -0.83, 1.00)
C (3.99, -0.12, 1.74)
O (3.14, 2.14, 1.42)
H (3.15, 3.81, 2.64)
H (3.51, 4.11, 0.89)
H (5.75, 3.79, 1.25)
H (5.46, 3.50, 3.01)
H (4.67, 2.26, -0.74)
H (5.49, 0.69, -0.49)
H (2.47, 1.13, -0.98)
H (3.64, 0.45, -2.16)
H (1.93, -0.31, 1.16)
H (2.81, -1.85, 1.35)
H (4.95, -0.66, 1.68)
H (3.73, 0.02, 2.79)



ORCA calculation (ωB97M-V/def2-TZVPD) on the ion C5H13NO3P with charge +1 in a non-equilibrium geometry.

* net charge: +1
* gap between HOMO and LUMO: 10.00 eV
* M: 166.14 g mol⁻¹
* energy relative to the best compared isomer or geometry (same formula, charge and spin): 0.876 eV

Element x y z (Å)
C (1.94, 0.69, -0.26)
C (2.03, 0.39, -1.74)
C (0.92, 1.01, 2.12)
C (-1.41, 1.19, -1.95)
C (-2.05, -2.02, 1.42)
N (0.94, 0.27, 0.45)
O (-0.19, -1.53, -1.20)
O (-1.22, 0.72, -0.64)
O (-1.11, -0.92, 1.15)
P (-0.39, -0.56, -0.14)
H (2.86, 1.08, 0.21)
H (1.03, 0.06, -2.07)
H (2.27, 1.28, -2.25)
H (2.78, -0.39, -1.95)
H (-0.17, 0.98, 2.48)
H (1.45, 1.95, 2.23)
H (1.41, 0.17, 2.55)
H (-0.49, 1.49, -2.30)
H (-2.23, 1.87, -2.00)
H (-1.79, 0.45, -2.65)
H (-1.70, -2.90, 0.89)
H (-3.03, -1.68, 1.27)
H (-2.11, -2.28, 2.51)